[1]
This record from the Open Molecules 2025 dataset describes the molecule C5H10O. The level of theory is ωB97M-V/def2-TZVPD.

Cartesian coordinates (Å):
O  -1.825  0.322  0.847
C  -1.060  0.236  -0.349
C  -0.313  -1.112  -0.459
C  1.118  -0.864  0.081
C  1.117  0.583  0.612
C  0.046  1.282  -0.233
H  -2.513  -0.354  0.809
H  -1.707  0.425  -1.219
H  -0.842  -1.880  0.118
H  -0.287  -1.458  -1.499
H  1.847  -0.969  -0.732
H  1.404  -1.585  0.854
H  0.821  0.601  1.667
H  2.101  1.057  0.533
H  -0.346  2.207  0.204
H  0.438  1.511  -1.233

Its energy relative to the best compared isomer or geometry (same formula, charge and spin) is 2.9 kcal per mole. As for the SMILES: OC1CCCC1. The value obtained for the LUMO energy is 0.998 eV. The frontier orbital gap is 11.1 eV. As for the total energy: -271.7479 hartree. The value obtained for the strongest force on any atom is 0.36 eV/A.

***

[2]
This record from the Open Molecules 2025 dataset describes a 2-piece molecular cluster, C5H10O overall. The level of theory is ωB97M-V/def2-TZVPD.

Cartesian coordinates (Å):
C  -1.192  0.279  1.108
C  0.205  0.893  1.201
C  0.749  1.884  0.213
C  1.343  0.737  0.220
H  -1.265  -0.655  1.682
H  -1.918  0.971  1.551
H  -1.532  0.076  0.087
H  0.493  1.019  2.250
H  0.717  2.894  -0.164
H  2.122  0.090  -0.152
C  -0.101  -1.304  -1.654
O  0.858  -1.795  -0.740
H  -1.077  -1.788  -1.512
H  0.268  -1.531  -2.655
H  -0.237  -0.215  -1.584
H  0.566  -1.553  0.149

Its energy relative to the best compared isomer or geometry (same formula, charge and spin) is 79.0 kcal per mole. As for the SMILES: CC1C=C1.CO. The value obtained for the LUMO energy is 1.068 eV. The frontier orbital gap is 10.6 eV. As for the total energy: -271.6268 hartree. The value obtained for the strongest force on any atom is 0.42 eV/A.